P) The following is a quantum chemistry calculation of the molecule C19H31N3O, from the OMol25 dataset.

The geometry in XYZ format:
```
54
Properties=species:S:1:pos:R:3:mulliken_charge:R:1
O -0.35454 1.53910 1.54097 -0.664
N 1.59484 2.00859 0.45851 -0.289
N 3.49769 -0.01092 -0.00338 0.376
N -0.36627 1.84190 -0.71979 -0.067
C -3.61540 0.75285 0.53696 -0.672
C 3.26437 -0.73380 -2.35962 -1.636
C 2.42817 1.54599 1.54601 -1.066
C -1.81850 -0.53339 -0.36328 0.061
C 0.23923 1.77015 0.50905 0.532
C 5.48626 -1.50461 0.46727 -1.055
C -2.51869 -4.18138 -0.32156 -1.573
C -3.54044 -1.62366 0.88881 -0.570
C 2.86952 0.09223 1.30869 -0.581
C 4.94210 -0.13379 0.04729 -0.891
C -1.65787 -2.98884 -0.02125 0.521
C -0.33722 -3.08497 0.07711 -0.880
C -4.15973 -0.40314 1.06959 -1.113
C -2.43281 0.69889 -0.18655 -0.127
C 2.81859 -0.91897 -0.91269 0.397
C -2.34779 -1.70129 0.17455 0.617
C -2.30977 3.24530 -0.24689 -2.149
C -1.82066 1.92284 -0.84852 1.779
C -2.15402 1.87610 -2.34461 -1.747
H 0.17825 -4.01981 -0.06795 0.296
H -1.91418 -5.00850 -0.68551 0.433
H 5.05776 -1.81675 1.41733 0.286
H 3.25076 0.32055 -2.62600 0.325
H -3.23220 1.86308 -2.48068 0.367
H 5.25630 -2.26027 -0.27968 0.251
H -0.90588 -0.59152 -0.93868 0.635
H 0.27231 -2.23704 0.33618 -0.065
H 2.04736 1.90273 -0.43919 0.307
H 1.84343 1.61898 2.46396 0.461
H 2.58532 -1.26942 -3.01872 0.448
H 0.15750 2.27144 -1.46712 0.364
H -1.73948 0.97847 -2.79728 0.417
H -3.36042 3.41227 -0.46597 0.478
H 2.94244 -1.97682 -0.62554 0.388
H -3.03747 -4.51079 0.57816 0.308
H 3.30094 2.20078 1.60895 0.366
H 1.75168 -0.68518 -0.85181 -0.311
H 4.26732 -1.11941 -2.52113 0.354
H 5.33811 0.12205 -0.93887 0.416
H -1.73711 4.06857 -0.67192 0.385
H 5.29869 0.62587 0.74797 0.429
H 6.56619 -1.45052 0.57773 0.420
H -2.15731 3.23420 0.82892 0.476
H 3.54774 -0.21401 2.11134 0.495
H -4.12189 1.69033 0.69779 0.365
H -1.75016 2.74976 -2.85386 0.497
H -3.27008 -3.93122 -1.06867 0.337
H 1.98391 -0.54664 1.36200 0.137
H -5.07892 -0.34739 1.63521 0.386
H -3.97180 -2.51260 1.32385 0.347
```

## Properties
HOMO-LUMO gap = 9.13 eV
SMILES = C=C(C)c1cccc(C(C)(C)NC(=O)NCCN(CC)CC)c1
net charge = 0
E_HOMO = -8.42 eV

***

Q) The following is a quantum chemistry calculation of the molecule C19H31N3O, from the OMol25 dataset.

The geometry in XYZ format:
```
54
Properties=species:S:1:pos:R:3:mulliken_charge:R:1
O 0.18467 -0.97700 1.46490 -0.712
N -1.65650 -0.40143 0.27926 -0.131
N 0.16549 -1.25834 -0.80271 -0.221
N -4.34266 0.37125 -0.04194 0.351
C -5.46140 -0.36157 -0.59866 -0.785
C 3.42263 2.53782 -0.14373 0.569
C 4.43819 -0.82152 1.19657 -1.115
C 1.27069 -3.36130 -0.21879 -2.147
C 2.98813 2.96725 -1.51621 -1.379
C -0.39032 -0.89223 0.39923 0.681
C 1.43630 -1.97866 -0.85953 1.668
C -6.74751 -0.34952 0.23627 -1.061
C 3.44533 1.09050 0.12821 0.339
C -2.37451 0.16035 1.39548 -0.779
C -3.49009 2.39949 -1.14189 -1.231
C 3.75911 3.42802 0.78360 -1.286
C -3.86776 -0.13158 1.23368 -0.924
C 4.42554 0.53592 0.94918 -0.610
C 1.81540 -2.13420 -2.33720 -1.763
C -4.46764 1.82027 -0.11841 -0.690
C 2.49444 -1.12300 -0.18087 -0.155
C 3.48002 -1.65148 0.63881 -0.469
C 2.49978 0.24199 -0.43643 0.268
H 0.41971 -3.86926 -0.67088 0.392
H -7.53578 -0.87789 -0.29361 0.411
H -2.46302 2.20674 -0.84454 0.210
H 5.20360 -1.24385 1.83202 0.397
H -2.20526 1.24336 1.46138 0.219
H 1.72329 0.65319 -1.06346 0.444
H 2.79410 -2.59985 -2.41784 0.387
H -4.01127 -1.21423 1.24170 0.462
H 1.90688 2.87613 -1.61820 0.261
H -3.65936 1.94820 -2.11669 0.274
H -3.63070 3.47436 -1.22735 0.444
H -4.41051 0.29692 2.09200 0.360
H -5.13960 -1.39855 -0.74000 0.425
H 1.08953 -2.75967 -2.85463 0.494
H 3.51116 -2.70640 0.85670 0.362
H 3.45355 2.34340 -2.27744 0.337
H 2.15467 -3.97338 -0.37297 0.465
H 3.25711 4.00556 -1.69421 0.429
H -6.58749 -0.83782 1.19430 0.282
H -5.48519 2.10200 -0.40992 0.436
H 3.74700 4.48635 0.58204 0.296
H -1.98275 -0.29957 2.30503 0.437
H -2.08606 -0.24801 -0.61937 0.282
H -0.45938 -1.40880 -1.57926 0.337
H -7.08005 0.66963 0.42062 0.293
H 1.08462 -3.24772 0.84562 0.475
H 5.18647 1.17086 1.37787 0.497
H -5.66628 0.05912 -1.58708 0.358
H 4.03298 3.13749 1.78275 0.335
H 1.85604 -1.16257 -2.82355 0.407
H -4.27414 2.26870 0.86148 0.375
```

## Properties
HOMO-LUMO gap = 8.96 eV
SMILES = C=C(C)c1cccc(C(C)(C)NC(=O)NCCN(CC)CC)c1
net charge = 0
E_HOMO = -8.31 eV

***

Among the structures above, stability is smallest for Q).